# 1
The following is a quantum chemistry calculation of an isolated ion of composition C9H12N3OS and charge +1 at a distorted geometry, from the OMol25 dataset.

```
! RIJCOSX wB97M-V def2-TZVPD def2/J DEFGRID3
* xyz 1 1
C -0.742 -1.979 -0.520
C -1.280 -0.648 -0.350
N -2.555 -0.427 -0.319
C -3.554 -0.390 0.461
O -4.781 -0.249 0.030
N -0.336 0.427 -0.313
N -0.920 1.684 -0.199
S -1.390 2.086 1.386
C 1.061 0.300 -0.165
C 1.514 0.597 1.063
C 2.924 0.580 1.266
C 3.757 0.254 0.164
C 3.177 -0.085 -1.021
C 1.848 -0.248 -1.147
H -1.395 -2.775 -0.177
H 0.306 -1.967 0.056
H -0.587 -2.269 -1.494
H -3.497 -0.656 1.465
H -4.867 -0.249 -0.917
H -0.320 2.304 -0.776
H -2.641 2.337 1.111
H 0.928 1.127 1.880
H 3.330 1.034 2.192
H 4.873 0.358 0.315
H 3.710 -0.377 -1.930
H 1.435 -0.772 -2.063
*
```

SMILES   CC(/N=C/O)=[N+](/NS)c1ccccc1
HOMO level   -12.63 eV
HOMO-LUMO gap   9.03 eV

# 2
The following is a quantum chemistry calculation of C9H12N4 as an isolated structure at a distorted geometry, from the OMol25 dataset.

```
! RIJCOSX wB97M-V def2-TZVPD def2/J DEFGRID3
* xyz 2 1
C -4.283 -0.476 -0.301
C -3.652 -1.605 -0.305
C 2.008 0.335 0.242
C 1.124 1.196 -0.203
C -3.210 0.387 -0.106
C -0.720 -0.188 0.198
C 0.219 -0.966 1.148
C 1.673 -1.009 0.610
C 1.797 -1.843 -0.678
N -2.403 -1.775 -0.133
N -2.048 -0.444 0.174
N -0.248 0.890 -0.374
N -3.407 1.739 0.368
H 3.027 0.553 -0.070
H 1.332 2.220 -0.476
H 0.281 -0.413 2.091
H -0.026 -1.940 1.558
H 2.387 -1.389 1.388
H 0.974 -1.503 -1.314
H 1.854 -2.889 -0.570
H 2.713 -1.442 -1.208
H -0.721 1.135 -1.297
H -2.710 2.514 0.297
H -3.768 1.904 1.324
H -4.307 2.066 -0.025
*
```

HOMO level (spin up / spin down)   -17.03 / -17.03 eV
HOMO-LUMO gap (spin up / spin down)   6.76 / 6.75 eV

# 3
The following is a quantum chemistry calculation of an isolated ion of composition C9H12N5O and charge +1 at a distorted geometry, from the OMol25 dataset.

```
! RIJCOSX wB97M-V def2-TZVPD def2/J DEFGRID3
* xyz 1 1
N -0.591 -1.641 -1.004
C -0.840 -0.042 -0.257
N 0.563 0.500 -0.018
C 0.846 1.773 -0.093
N 2.018 2.305 -0.021
C 3.081 1.528 0.026
C 3.033 0.175 0.111
N 3.872 -0.848 0.158
C 3.104 -1.881 -0.006
N 1.750 -1.652 -0.217
C 1.631 -0.306 -0.126
C -1.463 -0.184 1.178
C -2.956 0.313 0.798
C -2.825 1.151 -0.427
O -1.670 0.655 -1.138
H -0.778 -1.620 -2.072
H -1.351 -2.232 -0.566
H -0.044 2.530 -0.045
H 3.958 2.045 0.149
H 3.424 -2.935 -0.068
H 0.965 -2.277 -0.483
H -0.953 0.501 1.887
H -1.558 -1.292 1.658
H -3.561 -0.582 0.391
H -3.411 0.747 1.690
H -3.660 1.103 -1.190
H -2.584 2.166 -0.314
*
```

SMILES   N[C@]1([n+]2cncc3nc[nH]c32)CCCO1
HOMO level   -13.62 eV
HOMO-LUMO gap   9.55 eV

# 4
The following is a quantum chemistry calculation of an isolated ion of composition C9H12NO and charge +1 at a distorted geometry, from the OMol25 dataset.

```
! RIJCOSX wB97M-V def2-TZVPD def2/J DEFGRID3
* xyz 1 1
C 3.690 1.167 0.831
C 2.868 0.490 0.069
C 2.600 0.085 -1.307
C 1.871 -0.566 -0.091
C 1.583 -1.811 0.675
C 0.516 -0.878 0.385
C -0.815 -0.663 0.291
O -1.752 -1.689 0.568
C -1.197 0.408 -0.498
N -2.451 0.660 -0.805
C -3.615 -0.066 -0.366
H 3.344 1.282 1.866
H 4.523 1.810 0.528
H 1.991 0.680 -1.901
H 3.173 -0.661 -1.712
H 1.478 -2.715 0.173
H 1.902 -1.769 1.758
H -1.134 -2.465 0.644
H -0.504 0.984 -0.906
H -2.628 1.525 -1.368
H -3.301 -0.812 0.340
H -4.142 0.610 0.282
H -4.318 -0.512 -1.121
*
```

SMILES   C=C1C[C@@]12C/C2=C(O)/C=[NH+]\C
HOMO level   -13.15 eV
HOMO-LUMO gap   8.43 eV

# 5
The following is a quantum chemistry calculation of an isolated ion of composition C9H12NO and charge +1 at a distorted geometry, from the OMol25 dataset.

```
! RIJCOSX wB97M-V def2-TZVPD def2/J DEFGRID3
* xyz 1 1
C 2.350 1.402 -0.162
N 1.562 0.275 -0.154
C 1.946 -1.091 -0.317
C 1.107 -2.340 -0.222
C -0.304 -2.575 -0.029
C -0.645 -1.159 0.007
C 0.180 0.112 0.080
C -0.556 1.371 0.453
C -2.000 0.916 0.213
O -2.326 1.136 -1.072
C -2.030 -0.706 0.388
H 3.358 1.297 -0.649
H 2.671 1.742 0.837
H 1.742 2.255 -0.594
H 3.050 -1.289 -0.600
H 1.807 -3.213 -0.232
H -0.948 -3.394 -0.092
H -0.163 1.809 1.386
H -0.335 2.101 -0.300
H -2.710 1.325 0.991
H -2.574 2.111 -1.017
H -2.395 -1.038 1.408
H -2.788 -1.048 -0.324
*
```

SMILES   C[n+]1cccc2c1C[C@@H](O)C2
HOMO level   -13.11 eV
HOMO-LUMO gap   8.19 eV

# 6
The following is a quantum chemistry calculation of an isolated ion of composition C9H12NO3 and charge -1 at a distorted geometry, from the OMol25 dataset.

```
! RIJCOSX wB97M-V def2-TZVPD def2/J DEFGRID3
* xyz -1 1
C -1.373 -2.306 1.137
N -0.274 -1.584 0.435
C 1.023 -2.084 0.728
C 2.106 -1.247 0.476
C 1.490 -0.067 -0.239
C 2.404 1.137 -0.714
O 3.268 1.433 0.123
O 2.550 1.449 -1.889
C 0.170 -0.235 -0.204
C -0.885 0.773 -0.477
C -0.272 1.393 -1.656
C -1.189 1.849 0.737
O -2.167 0.240 -0.779
H -2.284 -2.148 0.476
H -0.933 -3.174 1.584
H -1.642 -1.692 1.943
H 1.293 -3.102 1.096
H 3.100 -1.543 0.438
H 0.571 2.054 -1.524
H -1.125 2.022 -2.031
H 0.122 0.833 -2.554
H -1.631 1.449 1.699
H -1.776 2.716 0.215
H -0.288 2.275 1.095
H -2.259 -0.444 -0.113
*
```

SMILES   Cn1ccc(C(=O)[O-])c1C(C)(C)O
HOMO level   -3.90 eV
HOMO-LUMO gap   7.00 eV

# 7
The following is a quantum chemistry calculation of an isolated ion of composition C9H12NOS and charge +1 at a distorted geometry, from the OMol25 dataset.

```
! RIJCOSX wB97M-V def2-TZVPD def2/J DEFGRID3
* xyz 1 1
N 3.236 -1.579 1.467
C 2.206 -0.806 1.094
O 2.372 0.443 1.559
C 1.305 -1.193 0.071
C 0.895 -0.073 -0.968
C -0.583 0.266 -0.804
C -1.547 -0.351 -1.641
C -2.908 -0.163 -1.471
C -3.309 0.782 -0.537
C -2.355 1.604 0.211
C -1.003 1.280 0.072
S 0.211 2.319 0.950
H 3.843 -1.251 2.167
H 3.384 -2.603 1.145
H 1.617 1.097 1.136
H 0.251 -1.360 0.621
H 1.672 -2.140 -0.325
H 1.098 -0.634 -1.956
H 1.484 0.835 -0.923
H -1.156 -0.955 -2.513
H -3.640 -0.783 -1.975
H -4.372 0.971 -0.335
H -2.540 2.518 0.823
H -0.162 1.775 2.133
*
```

SMILES   [NH2+]=C(O)CCc1ccccc1S
HOMO level   -12.62 eV
HOMO-LUMO gap   9.03 eV

# 8
The following is a quantum chemistry calculation of one molecule with the formula C9H12O2S at a distorted geometry, from the OMol25 dataset.

```
! RIJCOSX wB97M-V def2-TZVPD def2/J DEFGRID3
* xyz 0 1
C 1.111 1.971 0.072
C 1.572 0.552 0.018
C 2.922 0.156 -0.264
C 3.078 -1.220 -0.208
S 1.589 -2.028 0.128
C 0.713 -0.523 0.254
C -0.732 -0.555 0.629
C -1.028 -0.031 1.961
O -1.422 0.274 -0.346
C -2.163 -0.545 -1.248
C -1.744 -1.972 -0.837
O -1.122 -1.872 0.465
H 1.646 2.442 -0.743
H 0.036 1.749 -0.115
H 1.203 2.382 1.107
H 3.711 0.811 -0.573
H 3.960 -1.684 -0.580
H -1.542 0.979 1.896
H -0.080 0.187 2.503
H -1.648 -0.870 2.347
H -1.962 -0.516 -2.292
H -3.231 -0.315 -1.076
H -2.571 -2.574 -0.769
H -1.173 -2.415 -1.528
*
```

SMILES   Cc1ccsc1C1(C)OCCO1
HOMO level   -8.36 eV
HOMO-LUMO gap   9.21 eV

# 9
The following is a quantum chemistry calculation of C9H12O2SSi as an isolated structure at a distorted geometry, from the OMol25 dataset.

```
! RIJCOSX wB97M-V def2-TZVPD def2/J DEFGRID3
* xyz 0 3
C -1.207 -3.387 0.614
C -0.530 -2.397 -0.096
C -1.696 -2.962 1.792
C -0.506 -1.188 0.618
C -0.850 1.682 -0.609
C 1.729 0.062 -1.435
C -2.355 1.643 -0.422
C 2.494 1.183 -2.113
C 1.369 1.396 1.843
O -0.420 2.705 -1.069
O 2.033 -1.057 -1.820
Si 0.350 0.345 -0.025
S -1.380 -1.254 2.159
H -1.451 -4.342 0.213
H 0.234 -2.689 -0.932
H -2.089 -3.585 2.614
H -2.830 2.431 0.147
H -2.593 0.749 0.107
H -2.916 1.863 -1.316
H 3.651 1.028 -1.843
H 2.097 2.191 -1.658
H 2.373 1.120 -3.194
H 0.609 2.168 2.182
H 1.478 0.458 2.531
H 2.404 1.837 1.713
*
```

HOMO level (spin up / spin down)   -6.38 / -8.85 eV
Expectation value of S²   2.01
HOMO-LUMO gap (spin up / spin down)   6.72 / 6.60 eV

# 10
The following is a quantum chemistry calculation of a 2-piece molecular cluster, C9H12OS2 overall at a distorted geometry, from the OMol25 dataset.

```
! RIJCOSX wB97M-V def2-TZVPD def2/J DEFGRID3
* xyz 0 1
O -1.582 0.972 1.063
C -0.269 1.292 1.302
C 0.137 1.360 2.635
C 1.458 1.680 2.938
C 2.379 1.933 1.920
C 1.967 1.863 0.590
C 0.646 1.543 0.278
H -1.726 0.960 0.086
H -0.599 1.159 3.425
H 1.771 1.733 3.989
H 3.420 2.185 2.164
H 2.680 2.059 -0.221
H 0.323 1.488 -0.770
C -0.620 -2.052 -1.124
C 0.031 -1.950 -2.494
S -0.560 -0.427 -3.295
S -2.411 -0.377 -2.283
C -2.119 -1.892 -1.319
H -0.235 -1.256 -0.458
H -0.389 -3.026 -0.652
H 1.134 -1.880 -2.440
H -0.221 -2.828 -3.121
H -2.547 -2.765 -1.849
H -2.666 -1.777 -0.364
*
```

SMILES   Oc1ccccc1.C1CSSC1
HOMO level   -8.16 eV
HOMO-LUMO gap   8.70 eV

# 11
The following is a quantum chemistry calculation of one molecule with the formula C9H12Si at a distorted geometry, from the OMol25 dataset.

```
! RIJCOSX wB97M-V def2-TZVPD def2/J DEFGRID3
* xyz 0 1
C -1.101 0.985 -2.880
C -2.119 0.866 -1.879
C 0.218 0.623 -2.608
C -1.917 0.222 -0.684
C 0.571 0.120 -1.321
C -0.549 -0.133 -0.471
C 1.883 -0.248 -0.591
C 1.774 -0.073 0.951
C 0.622 -0.890 1.420
Si -0.987 -0.446 2.277
H -1.360 1.457 -3.884
H -3.170 0.940 -2.228
H 0.984 0.653 -3.296
H -2.678 0.050 0.147
H 1.940 -1.339 -0.930
H 2.813 0.217 -1.166
H 2.643 -0.442 1.391
H 1.673 0.918 1.306
H 0.540 -1.920 1.070
H -1.201 1.081 2.282
H -0.897 -0.871 3.615
H -2.440 -0.946 1.695
*
```

HOMO level   -8.58 eV
HOMO-LUMO gap   8.98 eV

# 12
The following is a quantum chemistry calculation of C9H13Br3N3 as an isolated structure at a distorted geometry, from the OMol25 dataset.

```
! RIJCOSX wB97M-V def2-TZVPD def2/J DEFGRID3
* xyz 1 1
C 2.300 -2.964 1.251
C 2.719 -2.117 0.499
C 2.889 -1.178 -0.682
C 2.651 0.276 -0.226
N 3.662 1.163 -0.252
C 3.127 2.353 0.235
C 1.808 2.164 0.553
N 1.540 0.821 0.240
C 0.264 0.114 0.434
C -0.768 0.328 -0.703
N -2.071 -0.135 -0.157
H 2.038 -3.497 2.162
H 2.229 -1.437 -1.526
H 3.954 -1.275 -0.976
H 4.618 1.018 -0.552
H 3.727 3.261 0.353
H 1.127 2.904 0.978
H 0.477 -0.961 0.567
H -0.195 0.482 1.373
H -0.871 1.375 -1.040
H -0.513 -0.307 -1.581
H -2.785 -0.099 -0.892
H -1.898 -1.108 0.102
C -6.121 -0.207 -0.066
Br -6.197 -2.010 0.614
Br -5.621 1.058 1.301
Br -4.971 -0.078 -1.617
H -7.120 0.054 -0.393
*
```

HOMO level   -12.26 eV
HOMO-LUMO gap   9.54 eV